Entry 1:
Here is a structure of composition C49H40As2F15GeN2ORuS6Si in a non-equilibrium geometry from the OMol25 dataset. Energies are from ωB97M-V/def2-TZVPD.

```
! wB97M-V def2-TZVPD RIJCOSX def2/J DEFGRID3
* xyz -2 6
Ru -0.998 -0.239 0.108
S -6.392 -3.357 3.069
As -5.184 -3.023 1.355
S -1.748 -2.396 0.875
S -3.182 -2.001 2.198
S -4.645 -4.899 0.534
O -3.033 0.940 0.938
H -2.603 1.596 1.505
H -3.297 0.216 1.536
C -4.566 -5.003 -3.237
C -4.781 -3.536 -2.879
As -3.077 -2.783 -2.172
C -3.761 -1.039 -1.508
C -4.729 -0.231 -2.355
C -2.142 -2.228 -3.855
C -2.932 -1.707 -5.045
H -5.464 -5.453 -3.664
H -4.300 -5.551 -2.333
H -3.745 -5.101 -3.951
H -5.521 -3.468 -2.076
H -5.157 -2.974 -3.737
H -2.863 -0.422 -1.275
H -4.260 -1.268 -0.558
H -4.226 0.207 -3.214
H -5.144 0.583 -1.759
H -5.559 -0.848 -2.702
H -1.557 -3.101 -4.173
H -1.414 -1.472 -3.537
H -3.710 -2.409 -5.340
H -2.267 -1.559 -5.897
H -3.389 -0.748 -4.820
F 2.799 1.115 6.297
C 3.347 0.366 5.318
C 2.677 0.277 4.098
C 3.275 -0.504 3.118
F 2.669 -0.625 1.930
C 4.479 -1.153 3.312
F 5.033 -1.890 2.324
C 5.127 -1.046 4.547
F 6.307 -1.668 4.755
C 4.544 -0.277 5.555
F 5.163 -0.175 6.749
Ge 0.907 1.162 3.855
S -0.488 0.302 2.493
C 0.069 0.886 5.657
C 0.131 -0.386 6.214
F 0.738 -1.357 5.503
C -0.384 -0.684 7.462
F -0.284 -1.920 7.985
C -1.007 0.327 8.195
F -1.494 0.072 9.426
C -1.104 1.608 7.652
F -1.714 2.578 8.360
C -0.564 1.866 6.405
F -0.647 3.111 5.903
C 1.268 3.111 3.603
C 0.248 3.923 3.096
F -0.984 3.392 2.984
C 0.445 5.236 2.723
F -0.569 5.993 2.264
C 1.720 5.797 2.843
F 1.944 7.079 2.483
C 2.763 5.013 3.345
F 3.994 5.553 3.487
C 2.525 3.702 3.700
F 3.561 2.975 4.167
N 0.319 -3.507 -1.320
C 1.315 -2.719 -0.841
S 1.143 -1.059 -0.582
N 2.569 -3.209 -0.629
C 3.274 -4.164 -1.342
C 4.580 -4.454 -0.928
C 5.342 -5.369 -1.620
C 4.825 -6.013 -2.737
C 3.537 -5.716 -3.157
C 2.762 -4.803 -2.475
H -0.611 -3.094 -1.254
H 0.353 -4.487 -1.076
H 3.139 -2.580 -0.077
H 4.979 -3.938 -0.067
H 6.351 -5.581 -1.295
H 5.422 -6.727 -3.283
H 3.128 -6.195 -4.036
H 1.778 -4.551 -2.836
C 4.053 2.847 -0.628
C 3.516 2.968 -1.898
C 2.205 2.597 -2.136
C 1.394 2.119 -1.114
C 1.946 2.020 0.155
C 3.261 2.369 0.402
Si -0.423 1.527 -1.412
C -1.414 3.170 -1.380
C -0.771 4.386 -1.188
C -1.465 5.581 -1.254
C -2.826 5.581 -1.509
C -3.485 4.376 -1.684
C -2.783 3.187 -1.615
C -0.325 1.101 -3.305
C 0.589 0.152 -3.761
C 0.668 -0.189 -5.099
C -0.156 0.427 -6.024
C -1.049 1.395 -5.597
C -1.136 1.718 -4.252
H 5.083 3.124 -0.441
H 4.128 3.344 -2.707
H 1.799 2.682 -3.134
H 1.328 1.647 0.963
H 3.673 2.254 1.395
H 0.291 4.391 -0.989
H -0.943 6.516 -1.106
H -3.372 6.515 -1.559
H -4.552 4.368 -1.876
H -3.299 2.248 -1.738
H 1.249 -0.324 -3.052
H 1.379 -0.938 -5.420
H -0.099 0.157 -7.071
H -1.683 1.895 -6.316
H -1.838 2.474 -3.934
*
```

The value obtained for the energy relative to the best compared isomer or geometry (same formula, charge and spin) is 234.6 kJ/mol. As for the max |F|: 1.5 eV/A. Its HOMO-LUMO gap (alpha / beta) is 4.34 / 5.55 eV.

Löwdin atomic charge list, values in e, 6 entries:
1 Ru 0.423
2 S -0.281
3 As -0.101
4 S -0.136
5 S -0.099
6 S -0.188

***

Entry 2:
Here is a structure of composition C49H40BrN5O5RuS3 from the OMol25 dataset. Energies are from ωB97M-V/def2-TZVPD.

```
! wB97M-V def2-TZVPD RIJCOSX def2/J DEFGRID3
* xyz 2 5
Ru -1.103 0.774 0.075
O -1.692 3.003 3.370
S -2.245 1.863 2.722
O -2.954 2.019 1.467
N -1.022 0.830 2.211
C 0.069 0.587 2.911
C 0.240 0.797 4.303
C 1.466 0.557 4.891
C 2.551 0.129 4.138
C 2.430 -0.101 2.741
C 3.513 -0.444 1.914
C 3.295 -0.605 0.570
C 2.007 -0.425 0.058
N 0.981 -0.063 0.814
C 1.186 0.086 2.132
C -3.212 0.963 3.871
C -3.175 -0.419 3.954
C -3.989 -1.055 4.880
C -4.827 -0.309 5.696
C -4.850 1.076 5.606
C -4.033 1.727 4.696
H -0.584 1.168 4.896
H 1.589 0.729 5.951
H 3.514 -0.018 4.611
H 4.501 -0.570 2.340
H 4.095 -0.878 -0.103
H 1.795 -0.583 -0.991
H -2.509 -0.994 3.326
H -3.962 -2.133 4.970
H -5.460 -0.810 6.416
H -5.498 1.653 6.252
H -4.025 2.807 4.630
O 0.031 4.691 1.083
S 0.709 3.478 0.747
O 1.138 2.608 1.806
N -0.224 2.557 -0.277
C -0.655 3.211 -1.456
C -0.433 4.511 -1.842
C -0.877 4.976 -3.101
C -1.547 4.169 -3.972
C -1.829 2.834 -3.591
C -2.543 1.925 -4.392
C -2.796 0.657 -3.931
C -2.345 0.298 -2.661
N -1.660 1.127 -1.885
C -1.389 2.385 -2.332
C 2.125 3.883 -0.229
C 2.654 2.974 -1.135
C 3.805 3.308 -1.830
C 4.422 4.533 -1.607
C 3.887 5.430 -0.695
C 2.727 5.112 -0.002
H 0.065 5.211 -1.193
H -0.674 6.005 -3.363
H -1.882 4.529 -4.935
H -2.895 2.241 -5.366
H -3.356 -0.058 -4.517
H -2.556 -0.678 -2.251
H 2.157 2.028 -1.308
H 4.220 2.617 -2.552
H 5.320 4.790 -2.152
H 4.368 6.384 -0.525
H 2.290 5.809 0.700
O -0.267 -1.468 -1.336
S -0.856 -2.706 -1.962
C 0.035 -4.179 -1.321
C 1.064 -3.905 -0.264
C 2.414 -3.848 -0.598
C 3.377 -3.756 0.395
C 3.002 -3.691 1.729
C 1.656 -3.711 2.069
C 0.695 -3.826 1.075
C -0.271 -2.721 -3.682
C 1.215 -2.642 -3.825
C 1.890 -1.464 -3.513
C 3.271 -1.405 -3.609
C 3.990 -2.516 -4.033
C 3.322 -3.682 -4.377
C 1.939 -3.744 -4.271
H 0.492 -4.664 -2.183
H -0.751 -4.832 -0.942
H 2.715 -3.916 -1.637
H 4.426 -3.755 0.126
H 3.756 -3.646 2.504
H 1.359 -3.685 3.110
H -0.348 -3.926 1.353
H -0.782 -1.870 -4.138
H -0.683 -3.632 -4.122
H 1.324 -0.588 -3.213
H 3.790 -0.483 -3.379
H 5.067 -2.464 -4.122
H 3.873 -4.541 -4.736
H 1.421 -4.653 -4.555
Br -6.707 -0.836 -0.135
C -4.948 -1.307 0.301
C -4.646 -2.549 0.841
C -3.323 -2.834 1.145
C -2.357 -1.876 0.902
N -2.660 -0.685 0.372
C -3.929 -0.395 0.082
H -5.430 -3.271 1.021
H -3.042 -3.786 1.572
H -1.309 -2.041 1.118
H -4.135 0.591 -0.314
*
```

The value obtained for the energy relative to the best compared isomer or geometry (same formula, charge and spin) is 49.0 kJ/mol. As for the max |F|: 0.6 eV/A. Its HOMO-LUMO gap (alpha / beta) is 7.72 / 5.75 eV.

Löwdin atomic charge list, values in e, 6 entries:
1 Ru 1.492
2 O -0.222
3 S 0.652
4 O -0.326
5 N -0.156
6 C -0.258